1.
ORCA calculation (wB97M-V/def2-TZVPD) on a 2-piece molecular cluster, C8H20NO6S2 overall.

XYZ file:
```
37
Properties=species:S:1:pos:R:3:forces:R:3
N 2.9813 -4.2009 -0.4937 0.1 -0.1 0.0
C 2.5978 -3.0404 -1.3144 -0.3 0.0 0.3
C 1.9045 -1.9034 -0.5461 0.3 -0.5 0.0
C 0.7618 -2.4311 0.3367 0.5 0.4 0.1
C -0.3861 -1.4234 0.5027 0.0 -0.1 0.5
C -1.7850 -2.0260 0.4429 0.2 0.3 0.0
S -2.1352 -2.9975 -1.0501 -0.3 0.1 -0.1
O -2.3474 -4.3493 -0.5461 0.0 -0.1 -0.1
O -0.9702 -2.8684 -1.9246 0.1 0.1 0.0
O -3.3264 -2.3667 -1.6147 -0.1 0.0 0.1
H 2.1866 -4.8186 -0.3918 0.0 0.0 0.1
H 3.2362 -3.9156 0.4448 0.0 0.1 0.0
H 3.5021 -2.6773 -1.8058 -0.1 0.1 -0.2
H 1.8889 -3.4000 -2.0596 0.1 0.0 -0.2
H 2.6662 -1.4003 0.0614 -0.1 0.1 0.1
H 1.5221 -1.1687 -1.2548 0.0 0.0 -0.1
H 0.4165 -3.3819 -0.0553 -0.2 0.0 -0.1
H 1.1917 -2.6343 1.3227 -0.1 -0.1 0.1
H -0.2779 -0.9712 1.4942 -0.1 0.2 0.0
H -0.2910 -0.5903 -0.1939 0.0 -0.1 -0.3
H -2.5298 -1.2322 0.4684 0.0 0.0 0.0
H -1.9632 -2.6557 1.3131 0.0 -0.2 -0.1
O -1.2414 1.9644 1.2077 0.2 0.0 0.2
S -0.7348 2.6797 0.0782 -0.3 0.0 -0.3
O 0.6392 2.5692 -0.3009 0.1 -0.1 0.1
O -1.0898 4.2286 0.2665 -0.1 0.0 -0.1
C -0.7118 4.8437 1.5092 0.2 0.2 0.4
C 0.7664 5.1775 1.5632 0.1 -0.2 -0.1
C -1.7508 2.3656 -1.3216 0.0 0.0 0.0
H -1.0064 4.2019 2.3414 0.0 -0.1 -0.1
H -1.3055 5.7546 1.5712 -0.1 0.0 -0.2
H 1.3747 4.2743 1.5857 0.0 0.0 0.0
H 0.9848 5.7607 2.4589 -0.1 0.0 0.0
H 1.0616 5.7514 0.6846 0.0 0.0 0.0
H -2.7910 2.4940 -1.0365 0.0 0.0 0.0
H -1.5663 1.3360 -1.6262 0.0 0.0 0.1
H -1.4722 3.0514 -2.1175 0.0 0.0 0.0
```
Forces are in eV/Å.

## Properties
ΔE to the lowest compared entry with this formula, charge and spin   0.0 kJ/mol
HOMO energy   -4.91 eV
Strongest force on any atom   0.65 eV/Å
Gap between HOMO and LUMO   7.307 eV
Charge   -1

Atomic charges from the natural (NBO) analysis, expressed in e, are listed below:
1. N -0.846
2. C -0.215
3. C -0.400
4. C -0.409
5. C -0.386
6. C -0.686
7. S 2.398
8. O -1.040
9. O -1.050
10. O -1.045
11. H 0.359
12. H 0.338
13. H 0.165
14. H 0.210
15. H 0.173
16. H 0.210
17. H 0.229
18. H 0.176
19. H 0.193
20. H 0.189
21. H 0.223
22. H 0.216
23. O -0.934
24. S 2.382
25. O -0.935
26. O -0.726
27. C -0.076
28. C -0.640
29. C -0.890
30. H 0.200
31. H 0.187
32. H 0.232
33. H 0.209
34. H 0.213
35. H 0.252
36. H 0.280
37. H 0.245

***

2.
ORCA calculation (wB97M-V/def2-TZVPD) on C3H5LiO3Pt as an isolated structure.

XYZ file:
```
13
Properties=species:S:1:pos:R:3:forces:R:3
O -1.0973 -0.7896 0.2076 0.2 1.3 -1.0
C -0.2391 -1.5064 -0.5333 -6.6 -7.1 -2.6
C -1.1806 0.6335 0.0463 0.6 1.1 1.5
O 0.7195 -1.9225 -1.2433 0.2 3.3 0.4
O 0.9236 0.1607 0.1084 -1.4 5.3 -0.4
C 0.0962 1.0475 0.7852 -1.0 0.5 -0.2
H -2.0829 0.9853 0.5562 0.0 -0.3 -0.4
H -1.0988 0.9114 -1.0148 -0.4 -0.1 0.4
H 0.0500 0.8074 1.8593 0.1 0.4 -0.3
H 0.3992 2.0764 0.5423 -0.2 0.0 0.5
H -0.9752 -2.3306 -0.7264 0.2 -0.3 0.7
Pt 2.1117 -1.1749 0.0373 7.7 -4.8 1.8
Li 2.3736 1.1018 -0.6247 0.5 0.7 -0.4
```
Forces are in eV/Å.

## Properties
ΔE to the lowest compared entry with this formula, charge and spin   0.0 kJ/mol
Multiplicity   4
HOMO energy (alpha / beta)   -11.41 / -14.38 eV
Strongest force on any atom   10.04 eV/Å
Gap between HOMO and LUMO (alpha / beta)   7.071 / 7.910 eV
Charge   +1

Atomic charges from the natural (NBO) analysis, expressed in e, are listed below:
1. O -0.439
2. C 0.631
3. C -0.094
4. O -0.554
5. O -0.914
6. C -0.102
7. H 0.241
8. H 0.203
9. H 0.224
10. H 0.186
11. H 0.146
12. Pt 0.564
13. Li 0.908

***

3.
ORCA calculation (wB97M-V/def2-TZVPD) on C27H41F9OP2Sc as an isolated structure.

XYZ file:
```
81
Properties=species:S:1:pos:R:3:forces:R:3
Sc 1.8254 -0.4758 0.7884 0.8 0.8 0.0
C 3.6555 1.2239 0.3383 -0.2 -0.5 1.0
C 2.9341 1.7699 1.4459 0.1 -1.0 -0.1
C 3.7779 -0.2869 2.0990 -0.2 0.7 -0.7
C 4.1857 -0.0486 0.7379 -0.7 0.6 0.8
C 2.9739 0.8221 2.5167 0.5 0.0 -0.9
C 3.8907 1.8968 -0.9645 0.1 0.2 -0.6
H 3.0935 2.6158 -1.1823 0.1 -0.1 -0.1
H 3.9239 1.1652 -1.7785 0.0 0.2 0.0
H 4.8416 2.4530 -0.9982 -0.3 -0.2 0.1
C 5.0366 -0.9376 -0.0914 0.4 -0.5 -0.2
H 5.0893 -0.5877 -1.1269 0.0 -0.1 0.2
H 4.6619 -1.9688 -0.1000 0.2 0.2 -0.1
H 6.0626 -0.9810 0.2989 -0.2 0.1 -0.1
C 4.1430 -1.4471 2.9545 0.3 -0.4 0.3
H 5.1087 -1.2718 3.4530 -0.2 0.0 -0.1
H 4.2308 -2.3763 2.3864 0.1 0.2 0.1
H 3.4012 -1.6103 3.7438 0.1 0.0 -0.1
C 2.3559 0.9896 3.8573 -0.2 0.0 0.5
H 3.0667 1.3693 4.6063 -0.1 -0.1 -0.2
H 1.9822 0.0302 4.2309 0.0 0.2 0.1
H 1.5162 1.6901 3.8164 0.1 -0.1 0.1
C 2.2965 3.1119 1.5036 -0.3 0.4 0.0
H 2.9543 3.8748 1.9511 -0.1 -0.3 -0.1
H 1.3852 3.0869 2.1145 0.1 0.1 -0.1
H 2.0273 3.4707 0.5041 0.0 0.0 0.2
C -3.9195 0.9358 -3.2636 0.4 0.6 -0.3
C -3.4354 2.1893 -3.2194 -0.4 -0.6 -0.7
C -4.1326 3.4113 -2.6949 -0.1 0.2 0.4
C -5.1794 3.1727 -1.5801 -0.3 0.5 -0.2
C -4.6981 2.3811 -0.3949 0.0 -0.3 0.4
C -4.6783 1.0467 -0.2623 -0.5 0.5 0.2
C -5.2229 0.0362 -1.2357 0.2 -0.2 -0.3
C -5.2365 0.4622 -2.7221 -0.5 -0.3 0.0
H -4.6498 3.9329 -3.5201 0.3 -0.2 0.2
H -6.0770 2.7276 -2.0259 0.3 0.3 0.3
H -3.3679 4.1171 -2.3333 -0.2 -0.1 0.0
H -6.0256 1.2094 -2.8729 0.3 -0.4 -0.1
H -3.3713 0.1757 -3.8317 0.1 0.3 0.3
H -2.4997 2.4075 -3.7460 -0.3 -0.2 0.1
H -5.5430 -0.4173 -3.3080 0.0 0.2 0.2
H -4.6418 -0.8928 -1.1269 -0.1 0.1 -0.1
H -4.3846 0.6148 0.7020 0.0 0.2 -0.2
H -6.2612 -0.2288 -0.9672 0.4 0.1 0.1
H -5.4887 4.1641 -1.2169 0.1 -0.3 -0.1
H -4.4277 3.0051 0.4658 0.2 -0.4 -0.2
P 0.2537 0.3827 -1.2862 -0.6 0.2 0.2
C 0.2619 -0.4083 -2.9298 0.0 -0.5 0.0
C -0.2894 2.0691 -1.7196 0.3 0.4 0.1
P -0.7108 -0.0703 1.5646 -0.3 0.3 -0.4
C -1.2159 -0.1823 -0.2473 0.0 -0.2 0.0
C -1.5917 1.4299 2.0991 0.2 0.3 0.2
C -1.5192 -1.3603 2.5611 -0.1 -0.3 -0.1
H 0.6593 -1.4269 -2.8480 -0.1 0.2 -0.1
H 0.9353 0.1689 -3.5818 -0.2 -0.1 0.3
H -0.7319 -0.4456 -3.3883 0.1 0.1 0.1
H -1.2904 2.0721 -2.1696 0.3 -0.2 0.2
H 0.4166 2.4950 -2.4428 -0.1 0.0 0.2
H -0.3013 2.7098 -0.8309 0.0 -0.1 -0.1
H -2.5987 -1.3922 2.3779 0.2 0.0 0.0
H -1.3409 -1.1304 3.6226 0.0 0.0 -0.3
H -1.0786 -2.3380 2.3444 -0.1 0.2 0.1
H -1.4769 -1.2182 -0.5004 0.1 0.1 0.1
H -2.0897 0.4675 -0.4325 0.2 -0.3 0.0
H -1.4877 1.5250 3.1874 0.0 0.0 -0.2
H -2.6567 1.3897 1.8366 0.3 -0.1 0.0
H -1.1410 2.3187 1.6415 -0.1 -0.1 0.1
F 2.6656 -5.8353 0.8302 0.1 1.6 0.3
C 2.7297 -4.4882 0.9993 1.6 -0.4 1.1
F 2.7842 -4.2342 2.3390 0.0 -0.3 -1.4
F 3.9145 -4.0567 0.4556 -1.2 -0.5 0.6
C 1.5432 -3.7325 0.3564 -0.1 0.4 -0.1
O 1.4947 -2.3700 0.6635 0.2 -2.0 -0.3
C 1.6850 -3.9283 -1.1736 0.2 0.1 -1.7
F 2.0086 -5.1934 -1.5481 -0.4 1.6 0.3
F 0.5110 -3.5890 -1.7948 1.1 -0.3 0.5
F 2.6532 -3.0895 -1.6641 -1.1 -0.7 0.4
C 0.2637 -4.4765 0.8177 -1.2 -0.4 0.5
F 0.1727 -5.7133 0.2681 -0.2 1.3 0.6
F 0.2399 -4.6066 2.1766 -0.1 0.1 -1.4
F -0.8515 -3.7716 0.4651 0.9 -0.6 0.3
```
Forces are in eV/Å.

## Properties
ΔE to the lowest compared entry with this formula, charge and spin   0.0 kJ/mol
HOMO energy   -11.19 eV
Strongest force on any atom   2.03 eV/Å
Gap between HOMO and LUMO   8.235 eV
Charge   +1

Atomic charges from the Löwdin analysis, expressed in e, are listed below:
1. Sc 0.833
2. C -0.271
3. C -0.258
4. C -0.292
5. C -0.280
6. C -0.295
7. C -0.034
8. H 0.069
9. H 0.078
10. H 0.105
11. C -0.013
12. H 0.084
13. H 0.064
14. H 0.105
15. C -0.015
16. H 0.107
17. H 0.064
18. H 0.086
19. C -0.032
20. H 0.104
21. H 0.079
22. H 0.071
23. C -0.025
24. H 0.104
25. H 0.069
26. H 0.071
27. C -0.100
28. C -0.140
29. C -0.177
30. C -0.194
31. C -0.097
32. C -0.139
33. C -0.180
34. C -0.196
35. H 0.125
36. H 0.099
37. H 0.110
38. H 0.099
39. H 0.100
40. H 0.097
41. H 0.116
42. H 0.105
43. H 0.086
44. H 0.125
45. H 0.115
46. H 0.104
47. P 0.837
48. C -0.235
49. C -0.248
50. P 0.822
51. C -0.464
52. C -0.247
53. C -0.234
54. H 0.024
55. H 0.062
56. H 0.052
57. H 0.013
58. H 0.058
59. H 0.043
60. H 0.062
61. H 0.063
62. H 0.020
63. H 0.059
64. H 0.033
65. H 0.057
66. H 0.033
67. H 0.041
68. F 0.173
69. C -0.468
70. F 0.148
71. F 0.138
72. C -0.247
73. O -0.190
74. C -0.466
75. F 0.174
76. F 0.136
77. F 0.136
78. C -0.480
79. F 0.174
80. F 0.157
81. F 0.131